Entry 1:
ORCA calculation (ωB97M-V with the def2-TZVPD basis set) on a structure of composition C15H20BiNO3 in a non-equilibrium geometry.

**LUMO level (alpha / beta)**: 5.5 / 5.5 eV
**HOMO level (alpha / beta)**: 0.06346 / 0.06348 Eh
**Charge**: -2
**Gap between HOMO and LUMO (alpha / beta)**: 3.77 / 3.77 eV
**Spin multiplicity**: 1
**Energy relative to the best compared isomer or geometry (same formula, charge and spin)**: 0.0 kcal/mol

Each line ends with the Mulliken charge.
Atoms and positions in Å:
Bi 0.15127 -1.09859 1.30683  1.2101
C 2.18643 0.55741 2.57312  -0.6287
C 2.51320 -0.37860 1.49369  -0.6970
C 2.66644 0.41194 0.29505  -0.5193
H 2.90207 -1.40175 1.62862  0.5816
C 2.39878 1.77296 0.63493  -0.4414
C 2.10813 1.84401 2.01260  -0.4102
H 1.90609 2.75982 2.56208  0.3906
H 2.17193 0.28784 3.62890  0.4412
H 3.04606 0.03887 -0.66376  0.3793
H 2.47499 2.60558 -0.05038  0.4376
C -2.43426 0.43688 2.12092  -0.9590
C -1.91397 1.70851 2.52992  -0.3329
C -1.72120 2.50129 1.36888  -0.8601
H -1.72503 2.01250 3.56034  0.3714
C -2.14071 1.74714 0.23636  -0.1176
C -2.57390 0.47408 0.69436  -0.5626
H -3.02506 -0.31112 0.07191  0.4121
H -2.76015 -0.35728 2.78343  0.5516
H -1.35303 3.52700 1.34988  0.3826
H -2.16856 2.09955 -0.79298  0.3858
O 0.61928 -2.77550 0.04374  -0.4895
C -0.33795 -0.22612 -2.96590  1.0598
C 0.29760 -1.53335 -2.70190  -0.8793
C 0.48242 1.01787 -2.94888  -1.2572
C -1.80568 -0.14796 -3.15515  -1.5205
C 0.74142 -2.77757 -1.34853  -0.6702
H 1.31620 -1.49140 -3.13679  0.2540
H -0.23117 -2.27776 -3.33243  0.2037
H 0.17424 -3.64547 -1.72539  0.2993
H 1.81467 -2.89257 -1.59236  0.1966
H 0.51544 1.49465 -3.94743  0.3429
H 1.52603 0.80400 -2.66872  0.1559
H 0.11236 1.77878 -2.23804  0.0953
H -2.07561 -0.17352 -4.22233  0.3673
H -2.26425 0.75476 -2.72597  0.2265
H -2.29078 -1.01589 -2.69548  0.2427
O -0.66230 -3.39245 4.79524  -0.3919
N -0.74909 -2.38909 4.16027  0.2601
O 0.10765 -2.34944 3.06136  -0.5105

=====

Entry 2:
ORCA calculation (ωB97M-V with the def2-TZVPD basis set) on a structure of composition C44H42As2N2PtS2SeTe in a non-equilibrium geometry.

**LUMO level (alpha / beta)**: -0.9 / -0.9 eV
**HOMO level (alpha / beta)**: -0.20758 / -0.20756 Eh
**Charge**: 0
**Gap between HOMO and LUMO (alpha / beta)**: 4.76 / 4.75 eV
**Spin multiplicity**: 1
**Energy relative to the best compared isomer or geometry (same formula, charge and spin)**: 40.2 kcal/mol

Each line ends with the Mulliken charge.
Atoms and positions in Å:
Pt -0.41669 1.57437 -0.11465  2.5675
S 0.12274 -0.93823 0.19516  -0.1794
C -1.09128 -1.79535 -0.52499  -0.2553
N -1.15435 -3.12790 -0.47991  0.4093
C -2.29174 -3.85069 -1.03042  -0.6986
C -3.54624 -3.06632 -0.76056  -0.9253
N -3.39294 -1.74547 -1.35498  0.3964
C -4.59450 -1.04552 -1.80523  -1.8938
C -4.66756 -0.88602 -3.30710  1.1205
C -4.41500 -1.96746 -4.14283  -0.0974
C -4.50018 -1.82867 -5.51981  -0.7477
C -4.84435 -0.60268 -6.07237  -0.4137
C -5.09923 0.47921 -5.24246  -0.7038
C -5.00687 0.33793 -3.86553  -0.3567
C -2.23109 -1.07164 -1.24400  -0.2425
S -2.04618 0.46323 -1.78640  -0.2486
C -0.08861 -3.95464 0.09372  -1.5369
C -0.50079 -4.52068 1.42954  0.7552
C -0.64806 -5.88766 1.61800  -0.3018
C -1.04260 -6.38879 2.85358  -0.6125
C -1.29488 -5.52055 3.90308  -0.4581
C -1.15103 -4.14932 3.71950  -0.7998
C -0.75590 -3.65014 2.49015  -0.0471
H -2.33803 -4.82496 -0.54559  0.4907
H -2.15743 -3.99826 -2.10732  0.2854
H -3.73486 -2.99164 0.31578  0.3161
H -4.39675 -3.55941 -1.22879  0.5782
H -4.63225 -0.06716 -1.32256  0.5134
H -5.44489 -1.63414 -1.45607  0.5648
H -4.14248 -2.92774 -3.71742  0.2238
H -4.29887 -2.67643 -6.16204  0.3853
H -4.90367 -0.48866 -7.14679  0.3915
H -5.35404 1.44130 -5.66696  0.3740
H -5.17336 1.19232 -3.22057  0.3938
H 0.79482 -3.32870 0.19579  0.3465
H 0.13921 -4.74949 -0.62071  0.4603
H -0.44510 -6.56759 0.79766  0.3838
H -1.15262 -7.45644 2.99227  0.3840
H -1.60224 -5.90878 4.86531  0.3931
H -1.34432 -3.46699 4.53721  0.4867
H -0.64454 -2.58042 2.34820  0.3130
C 2.73353 2.37188 0.34911  -1.2857
C 2.37969 1.46547 1.51991  -1.2752
As 0.55187 1.84365 2.23979  0.4527
C 0.82209 0.81388 3.89266  0.5436
C 0.39311 1.33493 5.10717  -0.7315
C 0.51487 0.58469 6.26800  -0.6425
C 1.05056 -0.69541 6.22077  -0.6103
C 1.46608 -1.22428 5.00702  -0.6496
C 1.35429 -0.47038 3.84600  -0.2062
C 0.75116 3.65850 2.85754  0.6105
C -0.24809 4.59539 2.64439  -0.7069
C -0.07720 5.88943 3.11860  -0.8413
C 1.07888 6.24128 3.79828  -0.4018
C 2.07664 5.29899 4.01407  -0.7822
C 1.91119 4.00481 3.54373  0.0378
As 1.70697 1.88529 -1.23786  0.2661
C 2.43107 3.08261 -2.57641  0.5007
C 2.60352 4.43471 -2.28933  -0.4730
C 3.18271 5.26743 -3.23533  -0.7474
C 3.57596 4.76651 -4.46871  -0.4404
C 3.40206 3.42176 -4.75456  -0.7323
C 2.83823 2.57806 -3.80607  -0.2636
C 2.52099 0.20534 -1.80423  0.1928
C 1.80355 -0.58990 -2.69571  -0.1793
C 2.30453 -1.81597 -3.10584  -0.7345
C 3.52100 -2.26818 -2.60892  -0.6399
C 4.23779 -1.48350 -1.71767  -0.7581
C 3.74261 -0.24591 -1.32260  -0.2749
H 3.80457 2.39517 0.14139  0.6222
H 2.40531 3.39842 0.53822  0.5452
H 3.06367 1.59726 2.36003  0.7851
H 2.41047 0.40888 1.24489  0.5130
H -0.04517 2.32534 5.14787  0.4173
H 0.18447 1.00033 7.21158  0.3990
H 1.14184 -1.27923 7.12775  0.3866
H 1.87706 -2.22543 4.96153  0.4449
H 1.67115 -0.90327 2.90363  0.1774
H -1.13899 4.32018 2.09694  0.3368
H -0.85097 6.62528 2.94255  0.4009
H 1.20513 7.25280 4.16344  0.3858
H 2.97738 5.56752 4.55081  0.4031
H 2.68372 3.26818 3.73122  0.3009
H 2.26017 4.83207 -1.34513  0.3579
H 3.31368 6.31776 -3.00846  0.3920
H 4.01863 5.42453 -5.20572  0.3636
H 3.70743 3.02348 -5.71369  0.3936
H 2.72033 1.52687 -4.03532  0.2789
H 0.83765 -0.25149 -3.05893  0.4651
H 1.74632 -2.42072 -3.81027  0.4692
H 3.91218 -3.22861 -2.91996  0.4085
H 5.18838 -1.83001 -1.33238  0.4239
H 4.31729 0.36040 -0.63329  0.3221
Te -2.02350 1.33929 1.99715  -0.5315
Se -0.52908 3.94011 -0.76858  -0.7036

=====

Entry 3:
ORCA calculation (ωB97M-V with the def2-TZVPD basis set) on the ion C8H13N4 with charge +1 in a non-equilibrium geometry.

**SMILES string**: C=NC/[N+](=C\C)c1cn(C)cn1
**LUMO level**: -4.3 eV
**HOMO level**: -0.46475 Eh
**Charge**: +1
**Gap between HOMO and LUMO**: 8.33 eV
**Spin multiplicity**: 1
**Energy relative to the best compared isomer or geometry (same formula, charge and spin)**: 78.8 kcal/mol

Each line ends with the Mulliken charge.
Atoms and positions in Å:
C -3.03814 -1.03665 -0.88543  -0.2666
N -1.99196 -0.58687 -0.34582  -0.2479
C -1.48864 0.75927 -0.68870  -0.9156
N -0.09866 0.80272 -0.67086  0.2426
C 0.54076 1.22026 -1.73400  0.6479
C -0.01074 1.68866 -3.00742  -1.2129
C 0.41751 0.22630 0.49688  0.2670
C 1.41833 -0.69260 0.72286  -0.4331
N 1.38107 -0.88623 2.07873  0.1665
C 2.30015 -1.73688 2.76572  -0.8701
C 0.48789 -0.00795 2.62022  -0.2289
N -0.18796 0.60079 1.68832  -0.4886
H -3.37766 -2.01917 -0.64514  0.2912
H -3.57092 -0.36737 -1.52763  0.2144
H -1.84850 1.36870 0.08897  0.4546
H -2.12998 1.24770 -1.56270  0.3374
H 1.61979 1.21156 -1.89569  0.3949
H 0.32654 2.71602 -3.37245  0.3631
H 0.24744 0.91478 -3.81329  0.3215
H -1.06204 1.63633 -2.89563  0.2769
H 2.31124 -1.01222 0.20399  0.3514
H 2.97203 -1.10315 3.28609  0.3721
H 1.73763 -2.54202 3.37417  0.3001
H 2.90047 -2.44791 2.02058  0.3038
H 0.14434 0.04595 3.69822  0.3583

=====

Entry 4:
ORCA calculation (ωB97M-V with the def2-TZVPD basis set) on a cluster of 2 separate species, C3H7O3 in total in a non-equilibrium geometry.

**LUMO level (alpha / beta)**: 7.1 / 6.9 eV
**HOMO level (alpha / beta)**: 0.02688 / 0.02859 Eh
**Charge**: -2
**Gap between HOMO and LUMO (alpha / beta)**: 6.41 / 6.14 eV
**⟨S²⟩**: 0.76
**Spin multiplicity**: 2
**Energy relative to the best compared isomer or geometry (same formula, charge and spin)**: 8.3 kcal/mol

Each line ends with the Mulliken charge.
Atoms and positions in Å:
O -2.79266 0.37943 -0.02578  -0.9262
C -1.74203 1.10006 -0.50314  -0.5580
C -0.36450 0.64633 -0.02538  -0.3557
O -0.08040 -0.66559 -0.49795  -0.1594
C 1.22158 -1.04376 -0.44474  -0.7718
H -1.77501 2.18842 -0.22274  0.2289
H -1.67983 1.11302 -1.62537  0.1655
H -0.33620 0.64172 1.08072  0.2624
H 0.42339 1.32922 -0.39579  0.3528
H 1.64780 -1.71525 1.38480  0.3241
H 1.43354 -1.97828 -0.97354  0.3222
H 1.97727 -0.28919 -0.19333  0.3726
O 2.06706 -1.70613 2.44225  -1.2574

=====

Entry 5:
ORCA calculation (ωB97M-V with the def2-TZVPD basis set) on an isolated molecule of C6H8FNO in a non-equilibrium geometry.

**SMILES string**: CO[C@@]1(F)C=CCC=N1
**LUMO level**: 1.0 eV
**HOMO level**: -0.33719 Eh
**Charge**: 0
**Gap between HOMO and LUMO**: 10.15 eV
**Spin multiplicity**: 1
**Energy relative to the best compared isomer or geometry (same formula, charge and spin)**: 34.2 kcal/mol

Each line ends with the Mulliken charge.
Atoms and positions in Å:
C 2.92186 0.36908 0.01624  -0.6852
O 1.83686 -0.60558 0.15335  -0.3943
C 0.58005 -0.27495 -0.08750  1.0477
F 0.41113 -0.00859 -1.46543  -0.3464
C -0.40989 -1.39060 0.12474  -0.6256
C -1.70371 -1.16175 0.19165  -0.4059
C -2.23743 0.20230 -0.00728  -0.5845
C -1.24322 1.31060 0.45667  -0.1338
N -0.02601 1.13247 0.60330  -0.6435
H 2.74989 1.25893 0.71351  0.2886
H 3.12580 0.58948 -1.08536  0.2617
H 3.76313 -0.15386 0.33527  0.2936
H 0.03013 -2.33185 0.18531  0.4643
H -2.32404 -2.00231 -0.03489  0.3257
H -2.46380 0.50338 -1.14095  0.2461
H -3.26079 0.40460 0.29309  0.4191
H -1.74996 2.15866 0.74827  0.4724

=====

Q: Which of these has the lowest energy relative to the best compared isomer or geometry (same formula, charge and spin)?
A: C15H20BiNO3

=====

Q: What is the energy relative to the best compared isomer or geometry (same formula, charge and spin) in the third record?
A: 78.8 kcal/mol

=====

Q: Number 1 is which compound?
A: C15H20BiNO3